45
Properties=species:S:1:pos:R:3:lowdin_charge:R:1 method="wB97M-V/def2-TZVPD" charge=+3 homo_energy_ev="-17.72 / -17.82" gap_ha="0.250 / 0.171" e_tot_ev=-150085.2812 spin_multiplicity=5 mol_weight_da=607.3 s2=6.041
Ru -0.246 0.048 -2.449 0.640
C 0.908 -5.146 -0.721 -0.010
C 0.890 -4.140 -1.834 -0.205
C 1.271 -4.466 -3.135 0.057
C 1.216 -3.524 -4.153 -0.030
C 0.769 -2.270 -3.819 -0.697
Br 0.621 -0.858 -5.070 0.883
N 0.408 -1.922 -2.580 -0.178
C 0.473 -2.839 -1.599 -0.075
H 1.541 -5.993 -0.972 0.099
H -0.100 -5.522 -0.541 0.106
H 1.282 -4.706 0.203 0.093
H 1.617 -5.468 -3.360 0.148
H 1.510 -3.756 -5.167 0.136
H 0.176 -2.502 -0.615 0.099
Cl -2.540 0.211 -3.712 0.599
C -2.289 1.971 -3.813 -0.772
Cl -0.713 2.355 -2.985 0.606
H -3.078 2.484 -3.274 0.065
H -2.192 2.273 -4.850 0.066
S 1.387 0.487 -0.782 0.369
P -0.194 0.808 0.472 0.151
S -1.745 -0.140 -0.377 0.335
C 0.223 0.188 2.130 -0.279
C 1.470 0.644 2.707 0.017
C 1.800 0.335 4.006 0.004
C 0.905 -0.416 4.757 0.084
C -0.336 -0.863 4.191 0.069
C -0.668 -0.559 2.885 -0.045
C -0.466 2.520 0.869 -0.398
C -1.703 2.886 1.425 -0.070
C -1.902 4.188 1.836 -0.024
C -0.876 5.124 1.702 0.004
C 0.352 4.763 1.151 -0.025
C 0.566 3.462 0.738 -0.087
H 2.150 1.229 2.098 0.121
H 2.734 0.668 4.438 0.143
H 1.131 -0.683 5.782 0.148
H -1.005 -1.445 4.814 0.146
H -1.605 -0.902 2.464 0.110
H -2.504 2.162 1.519 0.108
H -2.852 4.485 2.259 0.130
H -1.037 6.144 2.025 0.134
H 1.135 5.501 1.044 0.130
H 1.515 3.184 0.294 0.094

44
Properties=species:S:1:pos:R:3:lowdin_charge:R:1 method="wB97M-V/def2-TZVPD" e_above_lowest_kj_mol=0.0 charge=0 homo_energy_ev="-7.52 / -7.72" gap_ha="0.251 / 0.259" e_tot_ev=-124545.8554 spin_multiplicity=8 mol_weight_da=665.1 s2=15.760
C 3.420 4.404 -0.010 -0.216
C 4.441 3.333 -0.383 -0.180
H 3.222 5.064 -0.870 0.067
H 3.818 5.041 0.788 0.066
H 2.452 4.006 0.317 -0.101
H 4.039 2.585 -1.068 0.046
H 5.291 3.813 -0.874 0.060
H 4.831 2.833 0.506 0.058
C -2.652 1.647 -1.738 -0.145
C -3.853 1.578 -2.449 -0.035
C -4.063 0.471 -3.272 -0.049
C -3.066 -0.500 -3.370 -0.007
H -2.471 2.449 -1.018 0.000
H -4.581 2.368 -2.338 0.108
H -4.986 0.347 -3.822 0.108
H -3.189 -1.401 -3.962 0.096
N -1.655 0.772 -1.900 0.028
C -1.851 -0.323 -2.675 -0.205
C -0.753 -1.315 -2.710 -0.193
N 0.363 -0.996 -2.003 -0.012
C 1.363 -1.890 -1.924 -0.139
C 0.222 -3.424 -3.368 -0.042
C 1.344 -3.111 -2.591 -0.046
H 2.209 -1.602 -1.302 0.107
H 2.197 -3.795 -2.496 0.114
C -0.859 -2.529 -3.424 0.006
H -1.760 -2.749 -3.998 0.103
H 0.178 -4.353 -3.926 0.109
Eu 0.509 0.876 -0.215 1.309
I -0.278 3.929 0.100 -0.173
Br 1.402 1.076 3.067 0.732
C 0.343 -0.321 3.923 -0.531
C 0.430 -0.478 5.307 -0.114
C -0.288 -1.516 5.942 -0.078
C -1.024 -2.422 5.171 -0.081
C -1.067 -2.288 3.780 -0.015
C -0.411 -1.221 3.162 -0.178
C -0.361 -0.998 1.684 -0.733
O 0.616 -1.473 1.034 -0.114
O -1.211 -0.195 1.164 -0.162
H 1.063 0.186 5.890 0.098
H -0.244 -1.607 7.035 0.107
H -1.534 -3.254 5.666 0.106
H -1.598 -3.017 3.171 0.122

46
Properties=species:S:1:pos:R:3:lowdin_charge:R:1 method="wB97M-V/def2-TZVPD" e_above_lowest_kj_mol=53.3 charge=+2 homo_energy_ev="-14.70 / -14.70" gap_ha="0.270 / 0.268" e_tot_ev=-100937.5743 spin_multiplicity=1 mol_weight_da=478.3
Co -0.195 -0.109 -0.009 0.162
C 3.822 -0.281 -0.978 -0.033
C 4.412 -0.168 0.275 -0.036
C 3.636 -0.051 1.419 0.002
C 2.250 -0.044 1.297 -0.222
C 1.683 -0.155 0.034 -0.219
C 2.431 -0.280 -1.115 -0.068
C 1.255 -0.023 2.365 -0.197
C 1.537 0.076 3.736 0.037
C 0.500 0.055 4.624 0.050
C -0.829 -0.082 4.168 -0.135
C -1.924 -0.127 5.062 0.004
C -3.196 -0.278 4.591 -0.032
C -3.418 -0.402 3.205 -0.030
C -2.381 -0.359 2.311 -0.027
C -1.064 -0.187 2.777 -0.172
N 0.001 -0.124 1.907 0.061
H 4.441 -0.381 -1.860 0.125
H 5.490 -0.179 0.360 0.124
H 4.113 0.004 2.390 0.124
H 1.978 -0.387 -2.095 0.122
H 2.561 0.160 4.068 0.126
H 0.687 0.131 5.689 0.140
H -1.730 -0.046 6.123 0.132
H -4.034 -0.315 5.273 0.124
H -4.427 -0.546 2.841 0.124
H -2.574 -0.481 1.253 0.057
C -0.681 4.892 0.668 0.024
C -1.526 3.890 -0.018 -0.285
N -2.722 4.061 -0.473 0.175
N -3.084 2.867 -1.025 0.088
C -2.144 1.942 -0.923 -0.673
S -2.084 0.301 -1.363 0.782
N -1.138 2.584 -0.292 -0.043
N 0.042 1.884 -0.012 0.113
H -1.248 5.815 0.761 0.107
H 0.226 5.098 0.096 0.101
H -0.404 4.556 1.669 0.096
H -3.991 2.774 -1.461 0.186
H 0.440 2.221 0.865 0.151
H 0.728 2.070 -0.751 0.160
Cl -0.565 -2.345 -0.364 0.703
C 0.338 -3.611 0.633 -0.825
Cl 2.021 -3.295 0.860 0.700
H 0.191 -4.506 0.039 0.049
H -0.189 -3.646 1.578 0.046

55
Properties=species:S:1:pos:R:3:lowdin_charge:R:1 method="wB97M-V/def2-TZVPD" e_above_lowest_kj_mol=0.0 charge=0 homo_energy_ev="-6.16 / -9.30" gap_ha="0.210 / 0.260" e_tot_ev=-63977.3208 spin_multiplicity=5 mol_weight_da=719.7 s2=6.031
Ir -0.227 0.169 -0.711 1.589
N 2.830 2.317 1.376 0.039
C 2.320 2.011 0.193 -0.117
N 1.334 1.155 0.395 -0.045
C 1.270 0.981 1.755 -0.351
N 2.188 1.680 2.399 0.134
C 0.245 0.113 2.245 -0.225
C -0.034 -0.085 3.593 -0.110
N -1.011 -0.837 4.054 0.051
C -1.778 -1.425 3.067 -0.143
C -1.555 -1.268 1.740 -0.169
N -0.521 -0.514 1.255 -0.112
H 3.593 2.941 1.576 0.160
H 2.633 2.400 -0.762 0.140
H 0.597 0.422 4.318 0.116
H -2.597 -2.051 3.395 0.096
H -2.198 -1.754 1.023 0.082
N 4.327 -5.854 -1.688 0.179
C 4.519 -4.774 -0.894 -0.488
O 5.538 -4.601 -0.258 0.070
C 3.401 -3.754 -0.837 -0.114
C 2.251 -3.799 -1.609 0.009
C 1.308 -2.795 -1.471 -0.108
N 1.451 -1.781 -0.621 0.025
C 2.561 -1.738 0.120 -0.088
C 3.553 -2.698 0.045 0.023
H 5.075 -6.523 -1.752 0.117
H 3.498 -6.000 -2.229 0.086
H 2.061 -4.578 -2.335 0.109
H 0.415 -2.796 -2.080 0.099
H 2.655 -0.913 0.810 0.099
H 4.441 -2.638 0.658 0.125
C -1.533 -1.286 -1.353 -0.243
H -2.545 -0.886 -1.300 0.017
H -1.444 -2.189 -0.754 0.007
H -1.277 -1.485 -2.393 0.016
O -1.440 1.252 -2.456 -0.392
S -0.046 1.495 -2.984 0.302
O 0.032 1.809 -4.368 -0.258
O 0.609 0.131 -2.640 -0.467
O 0.591 2.444 -2.044 -0.381
F -4.655 5.603 1.291 0.150
C -4.775 4.784 0.230 -0.582
F -4.677 5.543 -0.874 0.154
F -6.009 4.260 0.259 0.145
C -3.706 3.718 0.250 -0.093
C -2.381 4.093 0.125 0.036
C -1.416 3.105 0.136 -0.093
N -1.720 1.813 0.277 0.001
C -2.998 1.462 0.400 -0.096
C -4.029 2.383 0.397 0.037
H -2.098 5.130 0.003 0.134
H -0.371 3.345 0.003 0.102
H -3.196 0.405 0.522 0.099
H -5.054 2.059 0.500 0.126

54
Properties=species:S:1:pos:R:3:lowdin_charge:R:1 method="wB97M-V/def2-TZVPD" e_above_lowest_kj_mol=53.1 charge=-2 homo_energy_ev="-2.10 / -2.14" gap_ha="0.243 / 0.244" e_tot_ev=-69657.7965 spin_multiplicity=1 mol_weight_da=640.4
Rh 0.308 -0.854 -0.978 0.735
O 4.511 -0.345 -0.094 -0.011
C 3.298 -0.527 0.022 -0.636
O 2.471 -0.679 -0.913 -0.130
C 2.750 -0.587 1.476 -0.022
C 3.709 -0.652 2.451 0.048
C 3.383 -0.684 3.812 -0.156
C 2.076 -0.600 4.220 0.047
C 1.094 -0.504 3.263 -0.049
C 1.339 -0.567 1.841 -0.271
O 0.349 -0.644 1.056 -0.154
N -0.278 -0.319 3.796 -0.339
O -1.121 0.162 3.063 0.070
O -0.470 -0.582 4.980 0.018
N 4.435 -0.769 4.818 -0.367
O 5.599 -0.824 4.437 0.035
O 4.111 -0.785 6.003 0.018
H 4.739 -0.671 2.126 0.121
H 1.815 -0.585 5.266 0.121
C -2.874 -1.495 0.365 -0.208
Si -2.012 -0.722 -1.111 0.472
C -2.868 -1.451 -2.622 -0.229
C -2.574 1.107 -1.123 -0.283
C -3.914 1.519 -1.115 -0.110
C -4.262 2.860 -1.112 -0.123
C -3.264 3.831 -1.122 -0.126
C -1.935 3.441 -1.137 -0.113
C -1.572 2.087 -1.139 -0.288
Si 0.215 1.474 -1.145 0.508
C 1.089 2.344 0.263 -0.191
C 1.005 2.056 -2.735 -0.205
H -3.957 -1.336 0.367 0.014
H -2.454 -1.076 1.280 0.002
H -2.684 -2.572 0.366 0.020
H -3.949 -1.288 -2.567 0.011
H -2.676 -2.524 -2.675 0.007
H -2.503 -0.997 -3.547 0.017
H -4.705 0.774 -1.105 0.089
H -5.306 3.156 -1.097 0.084
H -3.527 4.884 -1.114 0.084
H -1.165 4.208 -1.143 0.090
H 1.036 3.430 0.132 0.020
H 2.141 2.055 0.311 0.029
H 0.613 2.084 1.210 0.026
H 0.974 3.150 -2.764 0.018
H 0.471 1.673 -3.607 0.020
H 2.044 1.727 -2.790 0.024
F -0.792 -3.725 -1.562 -0.047
C 0.366 -2.941 -1.692 -0.399
F 1.306 -3.619 -0.920 -0.016
C 0.802 -3.213 -3.135 -0.608
F -0.065 -2.653 -4.006 0.103
F 0.862 -4.528 -3.463 0.103
F 2.013 -2.702 -3.391 0.129